A 14-piece molecular cluster, C21H63N27O15P overall at a distorted geometry. Source: the OMol25 dataset; level of theory: ωB97M-V/def2-TZVPD.

Each line ends with the Mulliken charge.
CARTESIAN COORDINATES (ANGSTROEM)
C (9.36, -2.18, -0.28)  -0.87
P (7.87, -3.33, -0.75)  0.18
C (8.12, -3.69, -2.64)  -0.91
C (6.21, -2.31, -0.72)  0.21
C (4.86, -3.20, -1.15)  -0.55
C (3.40, -2.45, -1.19)  0.30
C (2.01, -3.27, -1.58)  0.69
O (1.87, -4.55, -1.22)  -0.50
O (1.01, -2.50, -2.37)  -0.34
C (3.41, -0.83, -0.82)  -0.04
C (4.84, -0.10, -0.39)  -0.54
N (6.17, -0.84, -0.35)  0.04
H (9.11, -1.70, 0.76)  0.32
H (10.30, -2.89, -0.24)  0.32
H (9.43, -1.40, -1.16)  0.21
H (7.49, -2.89, -3.26)  0.35
H (9.24, -3.55, -2.98)  0.38
H (7.68, -4.74, -2.94)  0.23
H (4.97, -4.35, -1.43)  0.29
H (1.60, -1.90, -2.96)  0.29
H (2.39, -0.24, -0.86)  0.27
H (4.85, 1.05, -0.12)  0.38
H (7.07, -0.36, -0.06)  0.31
C (-0.77, -0.01, -0.19)  0.57
O (0.44, 0.10, -0.09)  -0.77
N (-1.38, -1.15, -0.55)  -0.07
N (-1.62, 1.01, 0.05)  -0.22
H (-2.37, -1.25, -0.64)  0.16
H (-0.78, -1.95, -0.75)  0.05
H (-1.22, 1.89, 0.33)  0.18
H (-2.62, 0.92, -0.03)  0.09
C (0.87, 0.07, -5.41)  0.68
O (1.08, -0.97, -4.81)  -0.69
N (1.14, 0.23, -6.72)  -0.42
N (0.35, 1.17, -4.83)  -0.35
H (0.97, 1.08, -7.22)  0.16
H (1.54, -0.57, -7.21)  0.23
H (0.13, 1.11, -3.84)  0.17
H (0.17, 2.02, -5.32)  0.17
C (9.75, -7.11, -2.44)  0.73
O (10.39, -6.50, -3.28)  -0.64
N (9.56, -6.65, -1.19)  -0.35
N (9.18, -8.31, -2.68)  -0.43
H (9.04, -7.16, -0.49)  0.16
H (9.97, -5.76, -0.95)  0.16
H (9.29, -8.70, -3.61)  0.23
H (8.66, -8.81, -1.99)  0.16
C (7.36, 1.86, -3.92)  0.58
O (7.32, 2.38, -5.02)  -0.65
N (6.27, 1.38, -3.30)  -0.26
N (8.51, 1.70, -3.23)  -0.23
H (6.30, 0.95, -2.39)  0.19
H (5.39, 1.47, -3.78)  0.15
H (9.36, 2.04, -3.65)  0.15
H (8.54, 1.27, -2.32)  0.10
C (-4.67, 0.92, -2.69)  0.70
O (-4.78, 1.06, -1.48)  -0.67
N (-3.51, 0.57, -3.28)  -0.22
N (-5.69, 1.11, -3.55)  -0.41
H (-3.41, 0.45, -4.27)  0.16
H (-2.71, 0.41, -2.68)  0.03
H (-6.58, 1.38, -3.16)  0.24
H (-5.60, 1.00, -4.54)  0.15
C (-4.13, 0.58, 3.42)  0.68
O (-4.24, 0.72, 4.62)  -0.81
N (-2.97, 0.23, 2.83)  -0.29
N (-5.15, 0.77, 2.56)  -0.17
H (-2.87, 0.11, 1.83)  0.05
H (-2.17, 0.08, 3.42)  0.18
H (-6.04, 1.04, 2.95)  0.15
H (-5.06, 0.66, 1.56)  0.08
C (12.42, 1.72, -3.92)  0.68
O (11.74, 2.68, -3.61)  -0.65
N (13.61, 1.45, -3.33)  -0.40
N (12.07, 0.83, -4.87)  -0.38
H (14.18, 0.66, -3.58)  0.16
H (13.93, 2.08, -2.61)  0.22
H (11.19, 0.99, -5.34)  0.22
H (12.63, 0.04, -5.12)  0.17
C (-4.26, 4.59, -4.31)  0.63
O (-3.97, 3.52, -4.82)  -0.63
N (-3.54, 5.71, -4.51)  -0.41
N (-5.32, 4.75, -3.51)  -0.34
H (-3.77, 6.59, -4.09)  0.16
H (-2.72, 5.64, -5.10)  0.22
H (-5.90, 3.94, -3.33)  0.21
H (-5.56, 5.63, -3.08)  0.17
C (-2.70, -3.45, 2.58)  0.54
O (-2.28, -3.19, 1.46)  -0.68
N (-3.42, -2.58, 3.31)  -0.26
N (-2.48, -4.62, 3.19)  -0.38
H (-3.77, -2.79, 4.23)  0.20
H (-3.62, -1.67, 2.90)  0.14
H (-1.94, -5.32, 2.69)  0.24
H (-2.82, -4.84, 4.11)  0.17
C (-8.46, 2.51, 4.67)  0.60
O (-8.17, 1.44, 4.16)  -0.70
N (-7.74, 3.63, 4.48)  -0.32
N (-9.52, 2.68, 5.48)  -0.50
H (-7.97, 4.52, 4.90)  0.16
H (-6.92, 3.57, 3.88)  0.22
H (-10.10, 1.87, 5.66)  0.20
H (-9.76, 3.56, 5.91)  0.20
C (-10.73, 5.18, 2.47)  0.64
O (-10.35, 6.07, 3.21)  -0.65
N (-10.69, 3.88, 2.81)  -0.30
N (-11.24, 5.41, 1.24)  -0.40
H (-11.00, 3.14, 2.20)  0.17
H (-10.32, 3.64, 3.72)  0.25
H (-11.29, 6.37, 0.93)  0.23
H (-11.55, 4.67, 0.63)  0.16
C (-5.84, -3.70, 6.56)  0.68
O (-4.65, -3.51, 6.38)  -0.65
N (-6.35, -4.05, 7.76)  -0.45
N (-6.76, -3.58, 5.59)  -0.33
H (-7.33, -4.21, 7.91)  0.15
H (-5.70, -4.16, 8.53)  0.22
H (-6.43, -3.31, 4.67)  0.20
H (-7.74, -3.73, 5.74)  0.17
C (-4.25, 4.05, 6.86)  0.52
O (-4.94, 5.01, 7.17)  -0.69
N (-3.06, 3.78, 7.44)  -0.37
N (-4.60, 3.17, 5.91)  -0.10
H (-2.49, 2.99, 7.19)  0.17
H (-2.75, 4.42, 8.17)  0.22
H (-5.49, 3.32, 5.44)  0.15
H (-4.04, 2.37, 5.66)  0.24

Summary:
HOMO: -10.28 eV
LUMO level: -4.9 eV
charge: +1
largest force on an atom: 0.178 hartree/bohr